Below is a molecular structure, C20H21Br2Cl3N3O6TeTi, with properties calculated with the ωB97M-V functional and the def2-TZVPD basis.

Element x y z (Å)
Ti 0.18 0.87 -0.16
O 1.74 0.06 -1.28
C 2.78 0.96 -1.70
C 3.24 1.72 -0.47
N 2.05 2.28 0.19
C 1.63 3.55 -0.44
C 0.74 3.32 -1.66
O 0.72 4.13 -2.56
O 0.07 2.22 -1.60
C 2.11 2.42 1.65
C 0.67 2.52 2.18
O 0.44 2.98 3.28
O -0.21 2.09 1.33
H 2.22 -0.84 -1.18
H 2.39 1.62 -2.46
H 3.60 0.38 -2.12
H 3.95 2.51 -0.73
H 3.72 1.02 0.21
H 2.49 4.17 -0.72
H 1.02 4.12 0.27
H 2.68 3.29 1.98
H 2.57 1.52 2.07
C 2.06 -1.23 2.19
C 0.58 -1.11 2.40
C 0.01 -1.66 3.58
C -1.33 -1.60 3.79
C -2.16 -1.01 2.81
C -3.57 -0.91 2.89
Br -4.47 -1.59 4.42
C -4.31 -0.33 1.91
C -3.67 0.21 0.78
Br -4.70 1.02 -0.57
C -2.30 0.17 0.63
O -1.70 0.68 -0.41
C -1.53 -0.46 1.67
N -0.15 -0.52 1.50
H 2.38 -2.26 2.37
H 2.60 -0.60 2.90
H 2.35 -0.97 1.17
H 0.66 -2.13 4.31
H -1.77 -2.01 4.69
H -5.39 -0.28 2.00
C -1.75 -0.63 -5.27
Te -1.59 0.00 -3.22
C -2.95 -1.55 -2.64
H -1.22 -1.56 -5.43
H -1.31 0.14 -5.90
H -2.79 -0.76 -5.53
H -3.97 -1.24 -2.82
H -2.80 -1.75 -1.58
H -2.72 -2.45 -3.21
Cl 1.35 -4.77 0.55
C 0.94 -4.03 -0.91
Cl 0.98 -4.95 -2.32
Cl 3.47 -2.19 -1.01
C 0.27 -2.79 -0.91
N -0.28 -1.77 -0.90

Computed properties:
- Total charge: -1
- LUMO energy (spin up / spin down): 2.0 / 0.7 eV
- HOMO (spin up / spin down): -4.58 / -4.64 eV
- ΔE to the lowest compared entry with this formula, charge and spin: 0.629 eV
- Multiplicity: 3